(1)
Below is a structure of composition C30H44Cl2NOsPS at a distorted geometry, with properties calculated with ωB97M-V with the def2-TZVPD basis set.

```
80
Properties=species:S:1:pos:R:3:lowdin_charge:R:1
P 0.1183 -1.0187 -4.4427 1.10
C 1.7142 -0.4011 -5.2267 -0.46
C 2.0274 -0.7467 -6.6932 -0.21
C 3.4562 -0.3112 -7.0567 -0.20
C 3.6644 1.1874 -6.8037 -0.21
C 3.3239 1.5551 -5.3537 -0.20
C 1.9011 1.1086 -4.9875 -0.22
C -1.3084 -0.1162 -5.2625 -0.46
C -1.3066 0.0666 -6.7877 -0.21
C -2.6485 0.6388 -7.2720 -0.20
C -2.9687 1.9657 -6.5713 -0.21
C -2.9455 1.8066 -5.0453 -0.20
C -1.6087 1.2244 -4.5627 -0.23
C -0.0266 -2.7178 -5.2200 -0.48
C 1.1620 -3.5869 -4.7655 -0.23
C 1.0755 -5.0113 -5.3313 -0.20
C -0.2490 -5.6813 -4.9475 -0.21
C -1.4406 -4.8252 -5.3921 -0.20
C -1.3502 -3.3994 -4.8278 -0.22
H 2.4722 -0.9095 -4.6086 0.10
H 1.3179 -0.2391 -7.3557 0.10
H 1.9146 -1.8213 -6.8722 0.09
H 3.6665 -0.5537 -8.1059 0.11
H 4.1708 -0.8840 -6.4479 0.11
H 4.6971 1.4740 -7.0373 0.11
H 3.0146 1.7595 -7.4820 0.11
H 4.0378 1.0638 -4.6773 0.11
H 3.4304 2.6360 -5.1994 0.11
H 1.6780 1.3561 -3.9426 0.10
H 1.1841 1.6630 -5.6078 0.10
H -2.1515 -0.7809 -5.0143 0.09
H -3.4458 -0.0874 -7.0571 0.11
H -1.0964 -0.8833 -7.2928 0.10
H -0.5051 0.7629 -7.0662 0.10
H -2.6287 0.7772 -8.3603 0.11
H -3.9443 2.3441 -6.9003 0.10
H -2.2209 2.7161 -6.8664 0.11
H -3.1331 2.7721 -4.5592 0.11
H -3.7592 1.1326 -4.7400 0.11
H -1.6216 1.0796 -3.4764 0.08
H -0.8064 1.9418 -4.7772 0.10
H 0.0032 -2.6302 -6.3160 0.10
H 2.1103 -3.1270 -5.0656 0.09
H 1.1657 -3.6276 -3.6668 0.12
H 1.1561 -4.9689 -6.4272 0.11
H 1.9240 -5.6071 -4.9729 0.11
H -0.2845 -5.8101 -3.8562 0.11
H -0.3129 -6.6834 -5.3890 0.10
H -2.3835 -5.2897 -5.0784 0.11
H -1.4600 -4.7755 -6.4905 0.11
H -2.2043 -2.8136 -5.1851 0.09
H -1.4229 -3.4316 -3.7314 0.12
Os 0.0000 0.0000 0.0000 0.74
Cl -2.0256 -0.6797 -0.8405 -0.16
Cl 2.2224 0.0393 -0.5667 -0.13
C -0.3405 1.4972 1.0036 -0.41
H -0.6007 1.4632 2.0657 0.04
C -0.4276 2.8158 0.3975 -0.34
C -1.1329 3.8375 1.0682 -0.07
C -1.2774 5.0970 0.4967 -0.10
C -0.7112 5.3679 -0.7513 -0.11
C 0.0063 4.3723 -1.4214 -0.09
C 0.1510 3.1118 -0.8556 -0.09
H -1.5751 3.6223 2.0381 0.10
H -1.8287 5.8710 1.0236 0.10
H 0.4624 4.5863 -2.3838 0.10
H 0.7448 2.3528 -1.3601 0.04
H -0.8196 6.3531 -1.1958 0.09
S 0.2197 -1.8227 1.6122 0.61
C 0.0666 -0.9149 2.9506 -0.84
N -1.1316 -0.8600 3.6014 0.07
C -1.2912 -0.1207 4.7334 -0.05
C -0.2180 0.6041 5.2556 -0.05
C 1.0169 0.5602 4.6071 -0.03
C 1.1669 -0.2046 3.4486 -0.09
H -1.9517 -1.3947 3.2346 0.18
H -2.2518 -0.0955 5.2320 0.13
H -0.3430 1.1921 6.1556 0.11
H 1.8565 1.1168 5.0022 0.12
H 2.1263 -0.2390 2.9470 0.12
```

Calculated values
* maximum force: 4.06 eV/Å
* Kohn-Sham gap (spin up / spin down): 4.72 / 6.38 eV
* electronic energy: -80949.2354 eV
* multiplicity: 5



(2)
Below is a structure of composition C30H44FN3O5PrSSi2 at a distorted geometry, with properties calculated with ωB97M-V with the def2-TZVPD basis set.

```
87
Properties=species:S:1:pos:R:3:lowdin_charge:R:1
Pr 0.1164 -0.2641 -0.2035 1.10
O -3.6375 -2.2741 -1.0739 0.07
C -2.4987 -1.9250 -0.8612 -0.57
O -1.9565 -0.7652 -0.9339 -0.20
C -1.5525 -3.0846 -0.4496 -0.20
C -2.1286 -4.3264 -0.5081 0.01
C -1.3512 -5.4135 -0.1081 -0.03
C -0.0902 -5.1692 0.3766 -0.02
C 0.3428 -3.8663 0.4982 -0.09
N -0.3608 -2.8992 0.0140 0.04
H -3.1239 -4.4490 -0.8895 0.12
H -1.7671 -6.4191 -0.1673 0.11
H 0.4916 -5.9564 0.8613 0.13
H 1.3041 -3.6355 0.9045 0.11
C 1.4458 2.9261 -4.2077 -0.19
Si 1.9517 1.9339 -2.6035 0.37
C 3.5529 1.0914 -3.1959 -0.18
C 2.2429 3.1879 -1.2082 -0.16
N 0.9207 0.7313 -2.1094 -0.25
C 0.4519 -0.1816 -3.0849 -0.32
C -0.3792 0.2502 -4.2036 0.01
C -0.7599 -0.6992 -5.1171 -0.10
C -0.3659 -2.0035 -5.0363 -0.11
C 0.4022 -2.4695 -4.0144 0.00
C 0.8103 -1.5194 -3.0735 -0.28
F 1.5603 -1.8685 -2.0418 0.05
H 2.2585 3.7478 -4.3972 0.06
H 0.4795 3.4304 -4.1794 0.01
H 1.5709 2.1839 -5.0065 0.01
H 4.2332 1.7816 -3.7145 0.02
H 3.2406 0.3083 -3.9838 0.06
H 4.1887 0.5192 -2.4587 0.03
H 2.1414 4.2259 -1.5748 0.04
H 3.1870 3.0648 -0.7006 0.01
H 1.4309 3.0108 -0.4331 0.01
H -0.6662 1.2886 -4.2877 0.10
H -1.3738 -0.4686 -5.9438 0.09
H -0.8237 -2.7709 -5.7170 0.12
H 0.6290 -3.5037 -3.8076 0.12
C -0.3194 3.5007 1.6945 -0.28
Si -1.3837 1.9355 1.3297 0.69
C -3.0847 2.6097 0.4443 -0.64
C -4.2233 1.7109 0.7046 -0.14
C -2.8480 2.4980 -1.0779 -0.13
C -3.4603 4.0449 0.8180 -0.11
C -1.7671 1.2009 3.1373 -0.66
C -0.4579 1.2597 3.9813 -0.13
C -2.1578 -0.2856 3.0031 -0.10
C -2.7780 2.0679 3.9046 -0.11
H -0.8098 4.2480 2.3869 0.03
H -0.2046 4.1215 0.7204 0.03
H 0.7372 3.3764 2.0684 0.01
H -3.9502 0.6449 0.5215 0.08
H -5.0634 1.8699 0.0442 0.08
H -4.6676 1.8210 1.6698 0.05
H -2.8471 1.4982 -1.4169 0.04
H -1.8464 2.8960 -1.3141 0.06
H -3.5553 3.0873 -1.7191 0.10
H -3.5747 4.1860 1.8737 0.05
H -4.4096 4.3765 0.3777 0.08
H -2.6380 4.7057 0.4466 0.08
H 0.3277 0.7735 3.4004 0.02
H -0.5869 0.6733 4.9478 0.10
H -0.0848 2.2715 4.2200 0.08
H -1.4104 -0.8205 2.4028 0.04
H -3.1438 -0.2873 2.4703 0.09
H -2.1751 -0.7850 3.9997 0.09
H -2.5576 3.1212 3.9161 0.06
H -2.7601 1.7502 4.9773 0.08
H -3.8007 1.9890 3.4898 0.06
N 2.1556 0.8155 1.2485 0.05
C 2.6721 -0.4666 1.5750 -0.34
C 3.2331 -1.1859 0.5279 -0.03
C 3.7654 -2.4997 0.7744 -0.02
C 3.5810 -3.0121 2.0513 -0.28
C 2.9362 -2.3236 3.0580 -0.05
C 2.4644 -1.0570 2.8341 -0.02
S 4.2553 -4.6802 2.2981 0.38
O 4.2975 -5.3367 1.0195 -0.36
O 5.5871 -4.3717 2.8343 -0.37
O 3.3238 -5.3174 3.2002 -0.36
H 1.9015 1.4101 1.9795 0.06
H 2.6881 1.2913 0.5430 0.07
H 3.2568 -0.6708 -0.4860 0.12
H 4.3004 -3.0961 0.0640 0.11
H 2.8713 -2.7972 4.0062 0.11
H 2.0941 -0.5113 3.6906 0.11
```

Calculated values
* net charge: -1
* maximum force: 3.68 eV/Å
* Kohn-Sham gap (spin up / spin down): 7.14 / 7.09 eV
* electronic energy: -89913.9473 eV
* multiplicity: 3